No. 1
Computed, not measured: a molecular structure, C27H32LuN8O, with ωB97M-V/def2-TZVPD.

CARTESIAN COORDINATES (ANGSTROEM)
Lu -0.32 0.55 -0.39
C 1.41 1.36 -5.27
C 2.32 0.36 -4.91
C 2.44 -0.05 -3.59
C 1.67 0.55 -2.59
C 0.75 1.53 -2.97
C 0.62 1.94 -4.29
N 1.67 0.11 -1.24
C 2.80 -0.13 -0.54
C 4.08 0.26 -0.99
C 5.21 -0.02 -0.26
C 5.17 -0.74 0.96
C 3.97 -1.13 1.44
C 2.74 -0.82 0.74
N 1.66 -1.25 1.40
N 0.49 -0.94 0.94
C -0.64 -1.35 1.69
C -0.68 -2.20 2.78
C -1.93 -2.41 3.34
C -3.06 -1.79 2.82
C -2.91 -0.95 1.73
N -1.71 -0.73 1.17
H 1.34 1.68 -6.30
H 2.94 -0.09 -5.67
H 3.15 -0.83 -3.33
H 0.16 2.07 -2.22
H -0.09 2.71 -4.56
H 4.17 0.81 -1.91
H 6.16 0.34 -0.63
H 6.08 -0.95 1.50
H 3.87 -1.66 2.37
H 0.22 -2.65 3.16
H -2.03 -3.07 4.20
H -4.04 -1.94 3.25
H -3.75 -0.43 1.29
C 1.42 4.54 0.19
C 0.36 3.57 0.60
O 0.54 2.33 0.44
N -0.76 4.00 1.13
C -1.81 3.11 1.62
C -2.81 2.70 0.56
C -4.14 3.07 0.67
C -5.05 2.66 -0.29
C -4.60 1.91 -1.36
C -3.25 1.60 -1.41
N -2.37 1.96 -0.47
H 2.38 4.05 0.18
H 1.44 5.41 0.85
H 1.20 4.89 -0.83
H -0.87 5.00 1.27
H -2.33 3.63 2.42
H -1.34 2.24 2.08
H -4.45 3.67 1.51
H -6.09 2.95 -0.22
H -5.26 1.59 -2.15
H -2.86 1.04 -2.26
N -1.00 -4.11 -3.78
C 0.16 -3.19 -3.40
C -0.09 -2.37 -2.14
N -0.97 -1.19 -2.26
H -0.77 -4.65 -4.62
H -1.86 -3.60 -3.99
H -1.21 -4.78 -3.04
H 0.34 -2.56 -4.27
H 1.01 -3.84 -3.26
H 0.89 -2.02 -1.82
H -0.45 -3.00 -1.32
H -1.96 -1.44 -2.27
H -0.77 -0.68 -3.12

## Properties
total charge: +3
HOMO level: -15.1 eV
gap between HOMO and LUMO: 6.65 eV


No. 2
Computed, not measured: a single C27H32N4O2S molecule, with ωB97M-V/def2-TZVPD.

CARTESIAN COORDINATES (ANGSTROEM)
C 4.72 -1.39 0.36
C 4.28 0.06 0.27
C 2.80 0.21 -0.06
C 2.42 1.70 -0.23
O 2.99 2.58 0.37
N 1.41 1.88 -1.10
C 0.75 3.15 -1.27
C -0.62 3.17 -0.58
C -1.61 2.20 -1.23
N -1.76 2.44 -2.66
C -2.57 3.61 -2.97
C -2.13 4.26 -4.27
C -2.24 1.25 -3.35
C -1.22 0.15 -3.35
C -1.57 -1.15 -3.03
C -0.62 -2.16 -3.03
C 0.69 -1.88 -3.37
C 1.05 -0.58 -3.70
C 0.10 0.42 -3.70
N 1.95 -0.32 1.00
N 2.46 -0.34 2.22
C 1.77 -0.73 3.24
C 2.42 -0.72 4.59
C 0.43 -1.16 3.05
S -0.67 -1.74 4.27
C -1.92 -1.97 3.06
C -3.20 -2.44 3.28
C -4.05 -2.55 2.19
C -3.62 -2.20 0.91
C -2.35 -1.73 0.69
C -1.48 -1.61 1.77
C -0.12 -1.15 1.79
C 0.65 -0.69 0.66
O 0.26 -0.60 -0.49
H 4.50 -1.92 -0.57
H 5.79 -1.45 0.55
H 4.20 -1.90 1.18
H 4.84 0.57 -0.52
H 4.48 0.58 1.21
H 2.54 -0.35 -0.97
H 0.93 1.06 -1.46
H 1.40 3.91 -0.84
H 0.61 3.33 -2.34
H -0.50 2.89 0.47
H -1.00 4.19 -0.61
H -2.58 2.27 -0.70
H -1.24 1.18 -1.10
H -2.44 4.33 -2.16
H -3.64 3.35 -3.02
H -1.07 4.52 -4.22
H -2.71 5.16 -4.45
H -2.27 3.59 -5.12
H -3.19 0.89 -2.92
H -2.44 1.54 -4.39
H -2.59 -1.38 -2.76
H -0.90 -3.17 -2.77
H 1.44 -2.66 -3.36
H 2.07 -0.35 -3.96
H 0.37 1.43 -3.96
H 3.43 -0.35 4.50
H 2.43 -1.73 5.00
H 1.86 -0.08 5.27
H -3.52 -2.71 4.27
H -5.05 -2.92 2.34
H -4.31 -2.31 0.08
H -2.00 -1.46 -0.29

## Properties
total charge: 0
HOMO level: -8.4 eV
SMILES string: CC[C@H](C(=O)NCCCN(CC)Cc1ccccc1)n1nc(C)c2sc3ccccc3c2c1=O
gap between HOMO and LUMO: 8.36 eV


No. 3
Computed, not measured: a molecular structure, C27H32N8O5RhS, with ωB97M-V/def2-TZVPD.

CARTESIAN COORDINATES (ANGSTROEM)
Rh 0.05 0.49 -0.85
N 0.94 3.66 -1.28
C 2.16 3.03 -0.97
C 3.32 3.62 -1.46
C 4.53 3.03 -1.17
C 4.56 1.88 -0.39
C 3.36 1.37 0.04
N 2.17 1.93 -0.24
C -0.30 3.52 -0.71
C -1.17 4.62 -0.70
C -2.38 4.52 -0.05
C -2.71 3.33 0.61
C -1.84 2.28 0.51
N -0.67 2.35 -0.17
H 1.06 4.52 -1.79
H 3.27 4.53 -2.05
H 5.45 3.47 -1.55
H 5.49 1.38 -0.15
H 3.33 0.46 0.63
H -0.87 5.54 -1.17
H -3.05 5.37 -0.03
H -3.63 3.23 1.16
H -2.06 1.32 0.95
O 2.60 0.77 -3.79
C 1.78 0.38 -3.00
O 0.72 1.09 -2.62
C 1.81 -1.01 -2.42
C 2.57 -2.03 -2.94
C 2.37 -3.33 -2.45
C 1.41 -3.55 -1.47
C 0.70 -2.47 -0.98
N 0.92 -1.24 -1.44
H 3.27 -1.81 -3.73
H 2.94 -4.15 -2.85
H 1.18 -4.54 -1.10
H -0.06 -2.60 -0.22
N -1.61 0.30 -2.05
C -2.16 -1.03 -2.01
C -2.83 -1.48 -0.87
C -2.88 -2.85 -0.65
C -2.26 -3.71 -1.55
C -1.85 -3.27 -2.79
C -1.77 -1.90 -3.01
S -1.58 -5.26 -0.90
O -0.94 -5.87 -2.05
O -0.62 -4.67 0.03
O -2.66 -5.97 -0.28
H -1.22 0.48 -2.97
H -2.28 1.05 -1.85
H -3.20 -0.78 -0.13
H -3.30 -3.25 0.27
H -1.44 -3.98 -3.49
H -1.31 -1.52 -3.92
C -2.23 -0.69 3.75
N -1.14 -0.95 2.82
C -1.17 -2.24 2.12
C -0.22 -0.03 2.50
N 0.35 0.01 1.30
N 0.12 0.86 3.48
C 0.83 2.09 3.14
C 0.25 0.45 4.87
H -3.16 -1.03 3.29
H -2.30 0.37 3.95
H -2.11 -1.23 4.69
H -1.72 -2.96 2.72
H -0.16 -2.61 1.99
H -1.66 -2.16 1.16
H 1.17 0.60 1.37
H 1.91 1.95 3.09
H 0.63 2.82 3.92
H 0.48 2.48 2.19
H 0.07 -0.62 4.97
H -0.45 0.99 5.51
H 1.27 0.65 5.22

## Properties
total charge: +1
HOMO level (spin up / spin down): -10.6 / -10.6 eV
gap between HOMO and LUMO (spin up / spin down): 6.21 / 6.21 eV


No. 4
Computed, not measured: a molecular structure, C27H33AsIrNOS2, with ωB97M-V/def2-TZVPD.

CARTESIAN COORDINATES (ANGSTROEM)
Ir -0.47 0.83 0.41
C 0.91 -4.11 -2.32
C 0.33 -5.04 -1.26
C -0.63 -6.05 -1.95
C 1.49 -5.87 -0.63
C -0.37 -4.33 -0.16
C -1.06 -5.12 0.85
C -1.79 -4.56 1.85
C -1.84 -3.16 1.91
S -2.69 -2.19 3.02
C -2.08 -0.76 2.22
N -1.28 -1.00 1.19
C -1.12 -2.35 0.96
C -0.39 -2.94 -0.05
C -2.36 0.56 2.60
C -3.23 0.91 3.65
C -3.46 2.24 3.92
C -2.81 3.22 3.17
C -1.93 2.88 2.14
C -1.72 1.55 1.85
H 1.39 -4.70 -3.10
H 1.68 -3.45 -1.90
H 0.14 -3.50 -2.79
H -0.09 -6.53 -2.76
H -1.50 -5.53 -2.36
H -0.99 -6.83 -1.27
H 2.00 -6.39 -1.43
H 1.13 -6.61 0.09
H 2.19 -5.21 -0.12
H -1.00 -6.20 0.79
H -2.32 -5.16 2.57
H 0.13 -2.31 -0.76
H -3.72 0.14 4.23
H -4.14 2.53 4.71
H -2.99 4.27 3.39
H -1.43 3.66 1.58
C 2.80 -0.83 1.10
As 1.70 0.71 1.49
C 1.53 0.70 3.41
C 2.85 2.21 1.11
H 3.69 -0.73 1.73
H 3.10 -0.83 0.06
H 2.28 -1.75 1.34
H 2.53 0.73 3.84
H 1.03 -0.21 3.74
H 0.97 1.56 3.74
H 3.75 2.08 1.70
H 2.36 3.14 1.38
H 3.11 2.22 0.05
C -2.10 3.66 -2.09
S -0.63 2.71 -2.44
O -0.13 2.24 -1.04
C 0.46 4.03 -2.91
C 1.12 4.78 -1.95
C 1.84 5.88 -2.38
C 1.92 6.19 -3.73
C 1.25 5.41 -4.67
C 0.53 4.30 -4.26
H -1.83 4.53 -1.49
H -2.80 3.02 -1.56
H -2.53 3.97 -3.04
H 1.06 4.53 -0.90
H 2.34 6.51 -1.65
H 2.52 7.03 -4.06
H 1.31 5.66 -5.73
H 0.03 3.67 -4.99

## Properties
total charge: +3
HOMO level (spin up / spin down): -16.6 / -16.6 eV
gap between HOMO and LUMO (spin up / spin down): 6.27 / 4.38 eV
2S+1: 2


No. 5
Computed, not measured: a molecular structure, C27H33BrFeN6OSSbSe4, with ωB97M-V/def2-TZVPD.

CARTESIAN COORDINATES (ANGSTROEM)
Fe 0.82 -0.40 -0.26
C -0.23 -2.33 -2.20
N 0.80 -1.30 -2.09
C 2.14 -1.80 -2.46
C 3.14 -1.14 -1.59
N 2.82 -0.65 -0.43
C 3.98 0.01 0.01
C 4.23 0.82 1.12
C 5.48 1.39 1.24
C 6.48 1.19 0.27
C 6.23 0.42 -0.84
C 4.98 -0.16 -0.95
N 4.43 -0.94 -1.96
C -0.51 -2.86 -0.85
N -0.07 -2.30 0.25
C -0.80 -2.90 1.28
C -0.88 -2.63 2.65
C -1.75 -3.38 3.42
C -2.53 -4.40 2.87
C -2.49 -4.67 1.51
C -1.63 -3.89 0.75
N -1.41 -3.85 -0.62
H -1.14 -1.85 -2.59
H 0.03 -3.11 -2.92
H 0.56 -0.58 -2.80
H 2.19 -2.88 -2.32
H 2.34 -1.57 -3.51
H 3.47 1.04 1.86
H 5.69 2.03 2.09
H 7.44 1.68 0.39
H 6.97 0.29 -1.62
H 4.57 -0.67 -2.95
H -0.31 -1.83 3.10
H -1.82 -3.17 4.48
H -3.19 -4.97 3.51
H -3.12 -5.43 1.07
H -1.92 -4.33 -1.33
Se -1.77 -0.24 -4.63
Sb 1.69 1.99 -3.88
Se 1.20 1.82 -1.33
Se 0.54 -0.04 -5.10
Se 3.92 1.05 -4.45
Br 2.44 -1.98 2.47
C 1.60 -0.30 2.70
C 1.70 0.27 3.97
C 1.19 1.53 4.17
C 0.61 2.19 3.10
C 0.55 1.55 1.88
N 1.02 0.30 1.67
H 2.20 -0.28 4.76
H 1.26 2.00 5.14
H 0.22 3.20 3.19
H 0.15 2.03 1.00
C -5.05 1.64 1.76
C -3.98 2.55 1.15
C -2.64 1.85 0.94
S -2.73 0.46 -0.21
O -1.33 -0.08 -0.32
C -3.17 1.34 -1.71
C -2.47 2.63 -2.07
C -3.05 3.21 -3.35
H -5.97 2.20 1.96
H -4.71 1.21 2.70
H -5.30 0.81 1.09
H -3.81 3.40 1.81
H -4.33 2.96 0.20
H -2.28 1.41 1.88
H -1.88 2.53 0.56
H -4.26 1.45 -1.63
H -2.97 0.59 -2.50
H -1.40 2.43 -2.19
H -2.56 3.37 -1.26
H -2.91 2.50 -4.17
H -2.54 4.14 -3.62
H -4.12 3.43 -3.25

## Properties
total charge: -1
HOMO level: -3.1 eV
gap between HOMO and LUMO: 4.99 eV


No. 6
Computed, not measured: 4 unconnected molecules or ions with the total composition C27H33F13N5P2S, with ωB97M-V/def2-TZVPD.

CARTESIAN COORDINATES (ANGSTROEM)
C 4.11 0.38 -2.59
C 4.44 -1.11 -2.09
P 3.16 -2.36 -2.68
C 3.65 -4.13 -2.22
C 3.72 -4.95 -3.62
C 1.54 -1.86 -1.92
C 0.40 -1.31 -2.63
N -0.63 -1.02 -1.68
C -0.15 -1.39 -0.44
C -0.95 -1.19 0.90
C -0.38 -0.04 1.84
C -0.10 1.30 1.09
F -1.07 1.44 0.10
F 1.13 1.17 0.42
C 0.07 2.57 2.04
F 0.14 2.06 3.34
F 1.31 3.16 1.85
C -1.13 3.59 2.04
F -2.28 2.82 2.28
F -1.01 4.37 3.17
C -1.42 4.44 0.75
F -2.43 3.92 -0.04
F -1.92 5.67 1.19
C -0.23 4.79 -0.21
F 0.41 3.71 -0.77
F -0.82 5.45 -1.30
C 0.86 5.82 0.35
F 0.83 6.00 1.70
F 0.73 7.04 -0.27
F 2.09 5.35 -0.04
N 1.13 -1.89 -0.54
P 2.08 -2.46 0.85
S 3.28 -1.14 1.59
H 4.44 1.12 -1.81
H 3.01 0.54 -2.75
H 4.64 0.51 -3.57
H 5.46 -1.35 -2.50
H 4.51 -1.05 -0.97
H 4.65 -4.21 -1.72
H 2.89 -4.65 -1.58
H 2.73 -5.48 -3.70
H 4.59 -5.65 -3.64
H 3.76 -4.19 -4.45
H 0.39 -1.13 -3.73
H -1.54 -0.61 -1.90
H -2.02 -0.97 0.67
H -0.89 -2.18 1.46
H 0.58 -0.36 2.35
H -1.12 0.05 2.69
H 2.72 -3.67 0.45
H 1.15 -2.82 1.87
N -2.55 -3.96 4.45
C -3.65 -3.16 4.61
C -3.24 -2.00 5.21
C -1.84 -2.10 5.43
C -1.45 -3.32 4.94
H -2.56 -4.88 4.03
H -4.62 -3.48 4.27
H -3.88 -1.17 5.47
H -1.20 -1.37 5.88
H -0.48 -3.79 4.91
N -5.54 3.72 4.15
C -4.47 4.54 3.87
C -4.69 5.75 4.48
C -5.93 5.65 5.17
C -6.43 4.39 4.95
H -5.65 2.78 3.83
H -3.66 4.19 3.26
H -4.03 6.60 4.45
H -6.41 6.42 5.76
H -7.33 3.92 5.28
N 1.13 -3.88 -6.81
C 2.03 -3.00 -6.27
C 2.79 -2.49 -7.29
C 2.33 -3.08 -8.50
C 1.30 -3.93 -8.17
H 0.45 -4.40 -6.29
H 2.06 -2.81 -5.21
H 3.59 -1.78 -7.19
H 2.70 -2.90 -9.49
H 0.68 -4.56 -8.78

## Properties
total charge: +1
HOMO level: -9.7 eV
gap between HOMO and LUMO: 6.24 eV


no.,maximum force (eV/A),electronic energy (eV)
1,1.02,-76087.6559
2,0.89,-49410.7082
3,1.73,-64514.8758
4,1.52,-117392.8555
5,0.18,-422716.0819
6,3.60,-100716.0604